ORCA calculation (ωB97M-V with the def2-TZVPD basis set) on a 2-piece molecular cluster, C25H33BNO overall.

The geometry in XYZ format:
```
61
C25H33BNO, DFT ωB97M-V with the def2-TZVPD basis set
H 4.8091 2.0527 2.0728
H -4.1513 0.9292 3.3216
C -0.8882 -1.1217 2.7179
H -0.4713 2.1124 0.1330
H -2.1008 -2.8670 3.0118
H 6.0788 -1.6902 4.1927
C 4.4596 0.0635 2.8299
H 1.2113 0.5087 -1.4146
H -0.4047 2.1176 -3.7051
H -0.6254 3.4961 -2.6205
C -2.2015 -2.0264 -1.2857
H -3.2614 -0.2157 -5.8397
B 0.2968 -0.1673 -0.9795
H 3.8123 -1.8306 3.6936
C 2.1523 -0.5220 3.2915
H -1.6142 3.3220 -0.4478
N -1.0786 0.1784 -1.7923
H 0.8429 -1.5898 -5.6695
H 0.2036 2.0826 2.1410
C -0.3708 2.4299 -2.6548
C 6.3106 -1.4776 3.1412
C -3.2358 0.3534 3.1680
H 5.9271 -2.2800 2.4970
C -2.2309 -0.5247 -1.0799
H -2.3700 1.7865 -2.2296
C -2.0328 1.0167 2.9789
H -3.1272 0.4321 -3.4487
C -1.2162 -0.9547 -5.9144
H 2.3849 2.6023 1.9117
C 1.7036 0.6829 2.6638
C 2.7084 1.6307 2.2859
H 0.5460 -1.3564 -1.0804
C 0.0308 -0.8045 -3.8346
C 3.4959 -0.8570 3.3135
H -4.2115 -1.5711 3.3416
H 0.0082 -1.6900 2.4636
H -2.3200 -2.2957 -2.3423
C -1.3716 1.6813 -1.7866
H 0.6552 2.3165 -2.2856
H -2.2196 1.8001 0.2196
C 4.0427 1.3433 2.3745
H -1.2773 -2.4757 -0.9037
H 0.9478 -0.9648 -3.2655
C 0.3553 1.0338 2.4108
H -3.1626 -0.0963 -1.4691
H 7.3859 -1.3649 3.0040
H -2.1590 -0.2712 -0.0172
C -2.2655 -0.0274 -3.9404
C -2.0910 -1.7750 2.9703
H -1.9827 2.1088 3.0100
O 5.7893 -0.1896 2.7416
C -1.4240 2.2438 -0.3867
H 0.1355 0.1138 0.2499
C -0.0370 -1.1577 -5.1939
C -3.2713 -1.0493 3.1694
H -3.0452 -2.4594 -0.7345
H -1.2680 -1.2379 -6.9670
C -1.0845 -0.2461 -3.2318
C -2.3320 -0.3870 -5.2907
H 1.4346 -1.1919 3.7606
C -0.8244 0.2975 2.7309
```

Values from the calculation:
net charge: +1
ΔE to the lowest compared entry with this formula, charge and spin: 7.24 kcal per mole
2S+1: 1
E_HOMO: -11.562 eV

Here are the Löwdin charges for atoms 1 to 6, given in e: 0.14, 0.12, -0.02, 0.05, 0.12, 0.10


ORCA calculation (ωB97M-V with the def2-TZVPD basis set) on C25H33BiN5O9S5 as an isolated structure.

The geometry in XYZ format:
```
78
C25H33BiN5O9S5, DFT ωB97M-V with the def2-TZVPD basis set
C 3.4645 -1.9644 1.4737
H -0.3463 5.3884 2.1513
C -3.4666 1.7392 -1.5570
C 1.6385 -5.2462 -2.6638
C 2.6807 -6.1546 -0.2695
H -1.2462 -1.9074 -0.9349
N -2.4620 0.6613 -1.6109
C -0.8980 3.4048 2.5406
H -3.1716 2.3635 1.0607
C 0.9323 4.3104 0.7255
H -5.0488 2.7040 -0.5711
C -2.2015 -1.5952 -0.5069
O 0.0773 -1.7525 2.6429
N 0.5407 0.1563 -1.8460
C 0.0224 5.8160 -1.0782
H -2.1215 6.2466 -0.8631
C 4.8137 -3.2354 3.0039
H -1.1641 6.8031 0.5169
O -1.5725 3.8377 3.4688
Bi -0.3433 0.9798 0.3195
H -2.4310 4.3636 0.6865
O 5.0024 -4.3839 5.4543
C 4.6569 -2.6040 1.7840
H 0.0376 0.2437 -3.9081
H 0.9936 -0.7584 -1.6340
C 1.7929 3.0557 1.0126
C 0.3937 4.3722 -0.7121
H 2.1326 -5.3182 0.1594
H -2.2570 0.7717 -3.7189
O 2.9568 -3.9358 5.9433
H -0.7096 -1.0418 -2.9801
C 2.4082 -1.9808 2.3758
O 2.5550 3.0888 1.9571
C -0.3797 4.4805 1.5565
H -4.0477 1.7461 -2.4940
S -0.5492 -3.9440 -3.2810
O 1.1320 -0.4706 1.1049
C 1.0723 -1.3662 2.0373
H -1.3246 1.9410 -2.7655
O -0.9039 3.7540 -0.6002
H -5.2110 0.9594 -0.5359
C -1.4106 4.6353 0.4192
H 1.0001 3.8465 -1.4430
C -2.9839 -0.7116 -1.4953
C -0.4220 -5.3488 -4.2838
S 3.1742 -5.7269 -1.9652
H 1.2611 0.8549 -2.0049
H -2.9059 2.6765 -1.5217
C -1.2610 6.0204 -0.2331
N 3.9143 -3.8963 5.1934
C -0.4175 0.0065 -2.9433
O 1.6671 2.0670 0.1643
H -4.0249 -0.6620 -1.1727
H 0.8172 6.5206 -0.8385
H 5.7347 -3.7311 3.2722
H 2.0768 -7.0593 -0.2751
S -1.5191 -5.7407 -5.4479
H -1.4620 -1.4386 1.4565
H 1.5953 5.1506 0.9277
H -2.7869 -2.5037 -0.3310
C 0.9531 -4.1144 -2.3469
N -1.9203 -0.8752 0.7357
C -4.4891 1.7715 -0.4225
H -4.6019 1.8378 1.6246
H -2.7478 -0.4048 1.0989
H 5.4675 -2.6083 1.0674
C 3.7554 -3.2269 3.9020
H -0.1951 5.8869 -2.1441
H 3.6012 -6.3146 0.2905
H 3.3347 -1.4604 0.5269
C 2.5497 -2.6178 3.5994
C -1.6498 0.8964 -2.8073
N -3.9046 1.6748 0.9097
H 1.7263 -2.6425 4.2970
H -2.9775 -1.2090 -2.4720
S 1.3499 -2.9398 -1.1788
S 0.9686 -6.2880 -3.9072
O -0.7152 2.1467 2.3049
```

Values from the calculation:
net charge: -1
2S+1: 1
E_HOMO: -4.791 eV

Here are the Löwdin charges for atoms 1 to 6, given in e: -0.01, 0.15, -0.20, -1.04, -0.39, 0.04


Q: Number 1 is which compound?
A: C25H33BNO


Q: Which of these has the lowest net charge?
A: C25H33BiN5O9S5


Q: Look up the 2S+1 of the second one.
A: 1